Computed, not measured: an isolated molecule of C5H10O in a non-equilibrium geometry, with wB97M-V/def2-TZVPD.

Cartesian coordinates (Å):
C 1.98064 -0.26396 0.47476
O 1.12206 0.74653 0.25274
C -0.01981 0.63936 -0.34086
C -0.93004 1.81455 -0.25987
C -0.51528 -0.70797 -0.74181
C -0.49852 -1.42555 0.61591
H 0.47133 -1.12165 1.10505
H 2.09707 -1.00385 -0.31298
H 2.82872 0.03674 1.06759
H -1.82161 1.57497 0.34098
H -0.42348 2.66682 0.19771
H -1.28680 2.09787 -1.25740
H -1.50831 -0.62338 -1.20214
H 0.13339 -1.19954 -1.47936
H -0.40793 -2.50916 0.55905
H -1.37734 -1.14546 1.20498

## Properties
Relative energy (zero: lowest compared OMol25 entry of this formula, charge and spin) (kcal/mol): 87.3
Total charge: 0
Lowest unoccupied orbital energy (spin up / spin down) (eV): 0.948 / 1.053

=====

Computed, not measured: an isolated molecule of C19H29FN2O5S, with wB97M-V/def2-TZVPD.

Cartesian coordinates (Å):
O -1.89433 0.15478 -2.22503
C -2.06282 -0.77260 -1.45333
N -1.11215 -1.40937 -0.74029
C 0.31699 -1.12416 -0.63734
C 0.88743 -0.09949 -1.61071
C 0.54837 1.37102 -1.22851
C 1.92567 1.98233 -0.92657
C 2.67646 2.18091 -2.25225
C 3.00904 0.72041 -2.66687
C 2.42907 -0.09692 -1.50028
N 2.63654 0.82285 -0.37893
C 3.20423 0.72999 0.83574
O 3.19654 1.65380 1.63883
C 3.84940 -0.59746 1.21313
C 5.20264 -0.32876 1.94043
C 4.95732 -0.38368 3.44212
S 3.88068 -1.78942 3.59908
O 4.63128 -2.97368 3.25829
O 3.09882 -1.76201 4.80484
C 2.89328 -1.33591 2.17701
C -3.48221 -1.27939 -1.20299
F -3.43237 -2.53004 -0.56603
C -4.29893 -0.32354 -0.34029
C -4.56316 1.01188 -1.04170
C -5.46505 1.88111 -0.17997
O -6.68978 1.23786 0.12327
C -6.47419 0.03691 0.83956
C -5.63826 -0.95450 0.04567
H -1.44971 -2.16981 -0.17168
H 0.53763 -0.79522 0.38371
H 0.83661 -2.07539 -0.78882
H 0.57744 -0.33844 -2.62625
H 0.02166 1.89332 -2.02225
H -0.08601 1.39477 -0.34085
H 1.93312 2.82450 -0.24343
H 2.06027 2.70016 -2.98509
H 3.58523 2.76098 -2.09718
H 2.56162 0.43081 -3.61712
H 4.08538 0.56720 -2.73878
H 2.87421 -1.07866 -1.36219
H 4.03522 -1.20974 0.33516
H 5.91770 -1.10204 1.66447
H 5.60150 0.64020 1.64816
H 5.84873 -0.56187 4.04001
H 4.41056 0.48756 3.80050
H 2.10172 -0.68624 2.54850
H 2.47153 -2.25125 1.76640
H -3.95974 -1.43278 -2.17289
H -3.72824 -0.12962 0.57775
H -3.63178 1.53506 -1.25454
H -5.05942 0.82482 -1.99870
H -4.94869 2.14352 0.75559
H -5.72275 2.80535 -0.69475
H -5.97513 0.26360 1.79366
H -7.45917 -0.37077 1.06195
H -6.18246 -1.23295 -0.86249
H -5.48751 -1.85996 0.63424

## Properties
Relative energy (zero: lowest compared OMol25 entry of this formula, charge and spin) (kcal/mol): 6.6
SMILES: O=C(NC[C@H]1C[C@@H]2CC[C@H]1N2C(=O)[C@H]1CCS(=O)(=O)C1)[C@@H](F)C1CCOCC1
Total charge: 0
Lowest unoccupied orbital energy (eV): 0.371

=====

Computed, not measured: the ion C6H7O2S with charge -1 in a non-equilibrium geometry, with wB97M-V/def2-TZVPD.

Cartesian coordinates (Å):
C 0.89482 -0.24021 0.59397
C 0.93590 -1.58407 1.11113
C -2.40648 -1.79990 1.06940
C -0.08135 0.34163 -0.09145
C -1.50885 -2.73923 0.16627
C 0.11755 1.66167 -0.72466
O -1.89400 -0.87237 1.71637
O -3.58080 -2.15214 0.93855
S 0.04366 -3.02093 0.83693
H 1.71567 0.32346 1.01204
H 1.74586 -1.84222 1.77550
H -1.06620 0.10611 -0.33497
H -2.08780 -3.62558 -0.04923
H -0.65148 2.52115 -0.44063
H 0.13640 1.61742 -1.84514
H 1.08162 1.98358 -0.44807

## Properties
Relative energy (zero: lowest compared OMol25 entry of this formula, charge and spin) (kcal/mol): 73.0
Total charge: -1
Lowest unoccupied orbital energy (spin up / spin down) (eV): 3.333 / 3.319

=====

Computed, not measured: a cluster of 3 separate species, H3N2O in total in a non-equilibrium geometry, with wB97M-V/def2-TZVPD.

Cartesian coordinates (Å):
N 2.64954 -1.80056 -1.12886
N 1.59783 -1.59630 -0.80526
O -1.24138 -0.26119 0.26887
H -1.51843 0.64512 -0.13701
H 1.27957 0.74949 0.16775
H -0.31255 -0.19719 0.54925

## Properties
<S²>: 2.002
Relative energy (zero: lowest compared OMol25 entry of this formula, charge and spin) (kcal/mol): 9.5
Spin multiplicity: 3
Total charge: -1
Lowest unoccupied orbital energy (spin up / spin down) (eV): 4.948 / 3.288

=====

Computed, not measured: a cluster of 2 separate species, C5H9NOS in total in a non-equilibrium geometry, with wB97M-V/def2-TZVPD.

Cartesian coordinates (Å):
C -0.95977 -0.98245 0.19533
C 0.21199 -1.58847 -0.36170
C 0.57809 1.43631 -0.03923
C 1.49933 -0.84996 -0.58883
C 1.64141 0.39716 0.28193
N -0.40644 -1.61176 1.10880
O -3.84124 1.12568 0.51435
S -3.53385 -0.04420 -0.57680
H 0.09128 -2.52027 -0.90557
H 0.60871 1.70933 -1.09375
H 0.70823 2.32805 0.56760
H -0.41707 1.02420 0.16868
H 2.32792 -1.53533 -0.38697
H 1.54816 -0.57434 -1.64659
H 1.56357 0.10482 1.32936
H 2.63511 0.82193 0.12503
H -4.25544 0.75928 1.30837

## Properties
<S²>: 2.009
Relative energy (zero: lowest compared OMol25 entry of this formula, charge and spin) (kcal/mol): 29.4
Spin multiplicity: 3
Total charge: 0
Lowest unoccupied orbital energy (spin up / spin down) (eV): 0.276 / -2.299

=====

Computed, not measured: a structure of composition C13H36ClIO3P3Pd in a non-equilibrium geometry, with wB97M-V/def2-TZVPD.

Cartesian coordinates (Å):
C 3.09056 -1.81600 -2.53607
I 2.77205 1.33750 0.12717
H 2.51360 -2.65766 -2.97686
H 3.97698 -2.10998 -1.93173
H 3.30124 -0.98470 -3.23061
Pd 1.86993 -0.80523 -1.19782
P 2.07399 -2.38769 0.52711
C 2.92317 -1.68915 1.98873
C 0.52064 -3.04434 1.21452
H 0.73362 -3.59366 2.14037
H 3.25882 -4.45255 0.95580
H 0.06523 -3.71256 0.47230
H 2.45829 -4.44215 -0.66089
H 2.27352 -0.92720 2.42939
H -0.17870 -2.22579 1.43926
C 3.04403 -3.85458 0.05926
H 3.10757 -2.49719 2.70680
H 3.98832 -3.55481 -0.42195
H 3.86145 -1.21410 1.68413
P 0.44250 0.08311 -2.83588
C 0.71656 1.87054 -3.05658
C 0.64707 -0.63577 -4.49757
H -1.56065 -1.14141 -2.24515
H -1.92604 0.20971 -3.38153
H -1.64560 0.54826 -1.63932
C -1.35250 -0.08696 -2.48760
H 0.30165 -1.67631 -4.46208
H 0.05273 -0.06055 -5.22430
H 0.19786 2.21125 -3.96342
H 1.79122 2.07411 -3.14215
H 1.70883 -0.62469 -4.78693
H 0.32237 2.40162 -2.18362
Cl 0.36456 -2.78613 -1.98379
C -3.49332 -0.47355 3.36135
C -2.09592 -0.93209 2.99368
O -1.42261 -0.03545 2.05094
P -1.03091 1.49701 2.62537
O -2.43078 2.34226 2.52373
C -3.02930 2.69443 1.21204
C -3.65743 1.51247 0.53016
O -0.23042 2.09384 1.32394
C 0.55983 3.25460 1.58858
C 0.47516 4.18760 0.41026
H -3.51730 0.55271 3.75014
H -3.84492 -1.14269 4.15551
H -4.16660 -0.58829 2.50899
H -1.49979 -1.04573 3.91862
H -2.12461 -1.90084 2.48414
H -3.78306 3.46833 1.42966
H -2.23588 3.16253 0.61266
H -2.88559 0.82032 0.16877
H -4.35540 0.99697 1.20530
H -4.22654 1.87240 -0.33694
H 0.29915 3.73799 2.55007
H 1.58250 2.86061 1.67113
H 1.22029 4.98194 0.54682
H 0.70164 3.68666 -0.54053
H -0.52304 4.64100 0.35663

## Properties
<S²>: 6.026
Relative energy (zero: lowest compared OMol25 entry of this formula, charge and spin) (kcal/mol): 0.0
Spin multiplicity: 5
Total charge: +3
Lowest unoccupied orbital energy (spin up / spin down) (eV): -10.960 / -13.435

=====

Computed, not measured: an isolated molecule of C4H5NO, with wB97M-V/def2-TZVPD.

Cartesian coordinates (Å):
N 2.40870 0.21786 -0.15455
C 1.17217 -0.12735 0.02100
C 0.19083 0.95597 -0.10082
C -1.12561 0.59689 -0.13731
C -1.52124 -0.67273 0.25598
O 0.74879 -1.29773 0.29901
H 2.98994 -0.61478 -0.23407
H 0.54086 1.96684 -0.26946
H -1.83947 1.24929 -0.62265
H -2.44582 -1.06756 -0.14744
H -1.11915 -1.20670 1.09032

## Properties
Relative energy (zero: lowest compared OMol25 entry of this formula, charge and spin) (kcal/mol): 82.4
Total charge: 0
Lowest unoccupied orbital energy (spin up / spin down) (eV): -2.080 / -2.111

=====

Computed, not measured: a structure of composition C19H16Cl3N2O5OsS, with wB97M-V/def2-TZVPD.

Cartesian coordinates (Å):
Os -0.16269 -0.17025 -0.84745
O 1.46367 -0.20652 0.53504
C 2.30097 0.02274 -0.39902
O 1.79731 0.16441 -1.55815
C 3.74766 0.13204 -0.15214
C 4.61196 0.33339 -1.22536
C 5.97242 0.44108 -0.99605
C 6.42614 0.34144 0.30574
C 5.58817 0.13686 1.38485
C 4.22961 0.03110 1.14921
N 7.88560 0.46138 0.55903
O 8.59282 0.69620 -0.39644
O 8.24946 0.41984 1.71502
H 4.21426 0.40003 -2.22884
H 6.67758 0.59664 -1.79875
H 6.00481 0.06415 2.37818
H 3.53983 -0.12977 1.96708
Cl 1.94731 4.87696 -0.16170
C 0.24682 4.46376 0.00504
Cl -0.74066 5.33942 -1.15306
Cl -0.31241 4.73060 1.65798
C 0.10560 3.02026 -0.26928
N 0.00709 1.90370 -0.47960
C 0.23783 2.28545 5.94108
C -0.45948 1.74943 4.72434
C -1.49489 2.46265 4.11990
C -2.15252 1.97590 3.00751
C -3.27774 2.76301 2.38328
C -1.71320 0.75605 2.45028
C -2.38390 0.30413 1.25168
O -1.84550 -0.17105 0.24042
C -0.71429 -0.01815 3.07455
C -0.38438 -1.43311 2.67556
C -0.10737 0.50890 4.20411
H -0.18764 3.23437 6.26167
H 1.29980 2.43616 5.73856
H 0.16380 1.57886 6.76882
H -1.80293 3.41264 4.54170
H -3.46575 3.67479 2.94664
H -4.20902 2.19202 2.37116
H -3.05335 3.05012 1.35458
H -3.47026 0.40876 1.18635
H -1.17317 -1.90766 2.09452
H -0.23422 -2.03003 3.57412
H 0.53436 -1.47784 2.09846
H 0.64311 -0.08415 4.71601
S -0.54811 -1.40632 -2.40262

## Properties
Relative energy (zero: lowest compared OMol25 entry of this formula, charge and spin) (kcal/mol): 0.0
Total charge: +1
Lowest unoccupied orbital energy (spin up / spin down) (eV): -4.936 / -4.935